1.
The following is a quantum chemistry calculation of a single C5H8N2 molecule, from the Open Molecules 2025 dataset.

The HOMO energy is -9.14 eV. The SMILES is C[C@@]1(CC#N)CN1. As for the LUMO energy: 0.83 eV. Its spin multiplicity is 1. As for the gap between HOMO and LUMO: 9.97 eV. The value obtained for the relative energy (zero: lowest compared OMol25 entry of this formula, charge and spin) is 3.0192 eV. Its total energy is -8291.977 eV. The value obtained for the maximum force is 2.34 eV/Å.

Cartesian coordinates (Å):
N (0.04, 1.39, 0.72)
N (-2.09, -0.98, 1.66)
C (1.33, 0.04, -1.14)
C (-1.94, -0.85, 0.51)
C (0.42, 0.14, 1.44)
C (0.29, 0.18, -0.04)
C (-1.30, -0.53, -0.73)
H (1.57, -1.02, -1.28)
H (-1.86, 0.23, -1.29)
H (-0.50, -0.34, 1.91)
H (2.27, 0.59, -1.01)
H (-1.23, -1.45, -1.37)
H (0.77, 2.11, 0.66)
H (0.86, 0.41, -2.06)
H (1.36, 0.05, 2.01)

=====

2.
The following is a quantum chemistry calculation of a single C5H8N2 molecule, from the Open Molecules 2025 dataset.

The HOMO energy is -8.94 eV. The SMILES is Cc1ccn(C)n1. As for the LUMO energy: 1.04 eV. Its spin multiplicity is 1. As for the gap between HOMO and LUMO: 9.98 eV. The value obtained for the relative energy (zero: lowest compared OMol25 entry of this formula, charge and spin) is 0.4580 eV. Its total energy is -8294.538 eV. The value obtained for the maximum force is 0.24 eV/Å.

Cartesian coordinates (Å):
N (-0.80, -0.68, -0.21)
N (-0.34, 0.52, -0.59)
C (-2.01, -1.20, -0.81)
C (1.53, 2.00, 0.00)
C (0.77, 0.72, 0.12)
C (-0.01, -1.26, 0.72)
C (1.02, -0.39, 0.97)
H (1.21, 2.73, 0.75)
H (-0.24, -2.24, 1.12)
H (-1.80, -1.66, -1.78)
H (-2.70, -0.36, -0.96)
H (-2.46, -1.93, -0.14)
H (1.84, -0.51, 1.67)
H (2.61, 1.83, 0.13)
H (1.37, 2.44, -0.99)

=====

3.
The following is a quantum chemistry calculation of a single C5H8N2 molecule, from the Open Molecules 2025 dataset.

The HOMO energy is -8.79 eV. The SMILES is Cc1cnn(C)c1. As for the LUMO energy: 1.01 eV. Its spin multiplicity is 1. As for the gap between HOMO and LUMO: 9.80 eV. The value obtained for the relative energy (zero: lowest compared OMol25 entry of this formula, charge and spin) is 0.9449 eV. Its total energy is -8294.051 eV. The value obtained for the maximum force is 1.24 eV/Å.

Cartesian coordinates (Å):
N (-0.85, 1.43, 0.22)
N (-1.15, 0.24, -0.30)
C (-2.47, -0.29, -0.14)
C (1.02, 0.17, -0.05)
C (2.38, -0.37, 0.17)
C (-0.06, -0.53, -0.53)
C (0.46, 1.40, 0.37)
H (2.59, -0.43, 1.25)
H (2.45, -1.39, -0.23)
H (-2.90, -0.14, -1.12)
H (-2.99, 0.24, 0.66)
H (3.15, 0.25, -0.30)
H (-0.16, -1.49, -1.03)
H (-2.40, -1.34, 0.18)
H (0.94, 2.24, 0.85)